(1)
Molecular formula: C28H33F2N2O
Method: DFT, the ωB97M-V functional and the def2-TZVPD basis

Positions of all 66 atoms, in Å:
F 7.2060 -2.2037 -1.3261
C 5.9792 -1.9888 -0.8224
C 4.9286 -1.7517 -1.6919
C 3.6702 -1.5320 -1.1659
C 3.4662 -1.5386 0.2087
C 4.5371 -1.7752 1.0596
C 5.8019 -2.0059 0.5494
H 6.6433 -2.1938 1.1967
H 4.3864 -1.7795 2.1291
C 2.0698 -1.3106 0.7552
C 1.2336 -2.5374 0.4658
C 0.3334 -2.5549 -0.5900
C -0.4050 -3.6906 -0.8689
C -0.2233 -4.8120 -0.0808
C 0.6744 -4.8240 0.9725
C 1.4009 -3.6794 1.2403
H 2.1068 -3.6745 2.0567
H 0.7942 -5.7170 1.5642
F -0.9440 -5.9161 -0.3443
H -1.1074 -3.7204 -1.6869
H 0.2116 -1.6690 -1.1926
H 2.1311 -1.1609 1.8459
O 1.4419 -0.1798 0.1684
C 2.0306 1.0513 0.5303
C 1.2937 2.1776 -0.1905
N 0.0565 2.5390 0.4836
C -0.9270 1.4904 0.6109
C -1.7111 1.2455 -0.6862
N -2.3679 2.5002 -1.1177
H -2.9962 2.8083 -0.3399
C -1.3452 3.5519 -1.3091
C -0.5655 3.7472 0.0055
H 0.1936 4.5159 -0.1411
H -1.2592 4.0976 0.7783
H -1.8349 4.4846 -1.5922
H -0.6742 3.2463 -2.1143
C -3.2565 2.3217 -2.2950
C -4.5949 1.6958 -1.9122
H -5.1442 1.5072 -2.8351
H -4.4423 0.7313 -1.4266
C -5.4437 2.6063 -1.0132
C -4.8339 2.8404 0.3460
C -4.7284 1.7945 1.2625
C -4.1653 2.0045 2.5088
C -3.7063 3.2641 2.8646
C -3.8207 4.3160 1.9714
C -4.3780 4.1062 0.7192
H -4.4876 4.9369 0.0359
H -3.4916 5.3046 2.2523
H -3.2795 3.4282 3.8412
H -4.1000 1.1883 3.2112
H -5.1120 0.8184 1.0044
H -6.4201 2.1364 -0.8829
H -5.6058 3.5620 -1.5149
H -2.7382 1.7054 -3.0331
H -3.4355 3.3053 -2.7357
H -2.4641 0.4763 -0.5210
H -1.0342 0.9156 -1.4762
H -0.4278 0.5632 0.8877
H -1.6232 1.7707 1.4092
H 1.9317 3.0627 -0.1842
H 1.1478 1.8618 -1.2347
H 3.0879 1.0628 0.2352
H 1.9696 1.2025 1.6173
H 2.8334 -1.3502 -1.8229
H 5.1040 -1.7481 -2.7558

Calculated values
relative energy (zero: lowest compared OMol25 entry of this formula, charge and spin): 0.0 kcal per mole
SMILES: Fc1ccc(C(OCCN2CC[NH+](CCCc3ccccc3)CC2)c2ccc(F)cc2)cc1
multiplicity: 1
charge: +1



(2)
Molecular formula: C38H32Br2ClN2O2PRb
Method: DFT, the ωB97M-V functional and the def2-TZVPD basis

Positions of all 79 atoms, in Å:
Rb 0.7287 -0.5415 0.4610
C -3.5189 -1.2445 0.1348
C -2.6459 -1.1845 1.3613
C -2.4338 0.0115 2.0448
C -1.5983 0.0607 3.1560
C -0.9585 -1.0884 3.6025
C -1.1642 -2.2875 2.9295
C -2.0006 -2.3331 1.8200
H -2.9006 -1.2215 -0.7672
H -4.2107 -0.4001 0.0991
H -4.0863 -2.1746 0.0973
H -2.9333 0.9133 1.7081
H -1.4553 0.9974 3.6828
H -0.3132 -1.0511 4.4719
H -0.6829 -3.1950 3.2750
H -2.1521 -3.2665 1.2937
O 3.4894 2.0375 -2.0236
C 2.3366 1.6309 -1.9100
O 1.7776 1.0752 -0.9015
C 1.3007 1.7637 -3.0529
P -0.2017 0.9445 -2.3585
C -0.9687 2.3005 -1.3522
C -0.2235 3.3107 -0.7394
C -0.8345 4.2538 0.0824
C -2.2006 4.2007 0.3251
C -2.9531 3.1966 -0.2722
C -2.3424 2.2616 -1.0964
C -1.3881 1.0081 -3.7892
C -2.4375 0.0869 -3.7842
C -3.3675 0.0394 -4.8154
C -3.2501 0.9086 -5.8926
C -2.2030 1.8214 -5.9236
C -1.2860 1.8721 -4.8800
H 1.6428 1.2303 -3.9398
H 1.1577 2.8121 -3.3153
H 0.8477 3.3624 -0.8888
H -0.2333 5.0365 0.5328
H -2.6744 4.9336 0.9673
H -4.0213 3.1415 -0.0969
H -2.9496 1.4880 -1.5555
H -2.5101 -0.6217 -2.9654
H -4.1708 -0.6870 -4.7858
H -3.9639 0.8698 -6.7067
H -2.0997 2.4994 -6.7629
H -0.4847 2.6016 -4.9195
Br 7.1546 -2.0614 4.3435
C 5.4508 -1.6826 3.6130
C 4.7646 -2.6629 2.9334
C 3.5179 -2.3154 2.4333
N 2.9809 -1.1074 2.5766
C 3.6682 -0.1665 3.2087
C 4.9156 -0.4162 3.7603
C 3.0403 1.2048 3.2613
C 3.7226 2.2981 3.7746
C 3.1008 3.5325 3.7341
Br 3.9986 5.0489 4.4237
C 1.8456 3.6705 3.1867
C 1.2487 2.5146 2.7066
N 1.8211 1.3163 2.7540
H 5.1754 -3.6509 2.7867
H 2.9309 -3.0403 1.8772
H 5.4706 0.3449 4.2878
H 4.7193 2.2131 4.1794
H 1.3519 4.6290 3.1227
H 0.2634 2.5650 2.2500
Cl -3.7737 -4.9856 -1.2981
C -2.1005 -4.4190 -1.2811
C -1.6726 -3.4458 -2.1830
C -0.3703 -2.9893 -2.1753
C 0.6229 -3.4894 -1.2522
C 1.9420 -3.0601 -1.2348
C 0.1117 -4.4807 -0.3325
C -1.1905 -4.9342 -0.3650
H -2.3749 -3.0637 -2.9172
H -0.0648 -2.2482 -2.9056
H 2.3174 -2.3510 -1.9651
H 2.6655 -3.5253 -0.5706
H 0.8019 -4.9131 0.3869
H -1.5177 -5.7016 0.3303

Calculated values
relative energy (zero: lowest compared OMol25 entry of this formula, charge and spin): 25.9 kcal per mole
multiplicity: 1
charge: -1



(3)
Molecular formula: C3H12N2OS
Method: DFT, the ωB97M-V functional and the def2-TZVPD basis

Positions of all 19 atoms, in Å:
N -0.6913 0.8083 1.9690
C -1.1086 1.1014 0.5462
C -2.5449 0.5664 0.3004
S -3.8975 1.2708 1.1144
C -0.0688 0.4534 -0.4333
N 1.3021 1.0577 -0.3361
H 0.2904 0.7617 2.0625
H -3.6421 0.7262 2.2758
H -0.9787 1.4535 2.6872
H -1.0403 2.2575 0.2918
H -2.6977 0.5303 -0.7443
H -2.4682 -0.4869 0.6230
H -0.4237 0.6163 -1.5117
H -0.1423 -0.6281 -0.0342
H 2.1526 0.6769 -0.1744
H 1.3500 2.1445 -0.3202
H 5.3115 -4.3617 -2.0633
H 4.7627 -4.5268 -3.5678
O 4.5348 -4.4215 -2.6849

Calculated values
relative energy (zero: lowest compared OMol25 entry of this formula, charge and spin): 37.1 kcal per mole
SMILES: NC[C@H](N)CS.O
multiplicity: 1



(4)
Molecular formula: C24H48O6
Method: DFT, the ωB97M-V functional and the def2-TZVPD basis

Positions of all 78 atoms, in Å:
C 5.1001 -3.6943 -1.8761
C 3.9232 -4.3556 -2.6773
C 2.7661 -4.0709 -1.7327
O 3.0103 -2.7146 -1.4062
C 4.3769 -2.5058 -1.2110
H 5.9495 -3.4798 -2.5247
H 5.5376 -4.4061 -1.1760
H 4.0648 -5.4005 -2.9531
H 3.7333 -3.9103 -3.6539
H 2.7571 -4.6446 -0.8059
H 1.7982 -4.2103 -2.2141
H 4.7076 -2.5817 -0.1751
H 4.6238 -1.5273 -1.6229
C 4.2056 -2.2481 2.7822
C 5.5770 -2.6443 2.2607
C 6.3591 -2.6265 3.6391
O 5.6934 -1.6849 4.4672
C 4.3974 -1.3182 3.9209
H 3.6204 -3.1031 3.1210
H 3.6187 -1.7891 1.9866
H 5.9639 -1.8244 1.6556
H 5.7203 -3.6086 1.7731
H 7.3821 -2.2930 3.4651
H 6.3098 -3.6316 4.0581
H 4.4197 -0.2665 3.6352
H 3.7438 -1.4688 4.7800
C -5.9952 1.5995 2.9785
C -5.2172 0.3825 2.8102
C -4.8654 0.4260 1.2851
O -5.9907 1.1417 0.7338
C -6.8998 1.4411 1.8012
H -5.4672 2.5512 2.9181
H -6.5804 1.6529 3.8965
H -5.8750 -0.4436 3.0806
H -4.2736 0.3685 3.3557
H -4.9152 -0.5896 0.8923
H -3.9385 0.9684 1.0987
H -7.6509 0.6674 1.9600
H -7.5533 2.2657 1.5167
C -0.8359 5.6453 -0.5548
C -0.6274 7.1006 -0.1585
C 0.8218 7.1260 0.2427
O 1.4011 6.1581 -0.5832
C 0.4861 5.2864 -1.1798
H -1.7406 5.4718 -1.1375
H -1.1067 5.1467 0.3758
H -1.4703 7.3789 0.4740
H -0.7193 7.7407 -1.0360
H 1.0325 6.6992 1.2232
H 1.1725 8.1326 0.0146
H 0.7953 4.2583 -0.9910
H 0.3394 5.4689 -2.2443
C -3.4577 -2.6732 -3.4029
C -4.5569 -2.0050 -2.6746
C -4.0507 -0.6621 -2.4151
O -2.7021 -0.6642 -2.7479
C -2.3083 -2.0460 -2.7983
H -3.6338 -2.4752 -4.4602
H -3.4665 -3.7501 -3.2349
H -4.7337 -2.5670 -1.7575
H -5.5485 -1.9248 -3.1201
H -4.2414 -0.3251 -1.3962
H -4.6965 0.0453 -2.9352
H -2.0442 -2.4338 -1.8145
H -1.3722 -2.2358 -3.3235
C 0.4376 -0.5583 -0.0010
C -0.5136 0.5781 0.4431
C 0.1183 1.7590 -0.1337
O 0.9054 1.2878 -1.2693
C 0.8395 -0.1415 -1.4491
H -0.0226 -1.5404 -0.1100
H 1.3523 -0.6184 0.5887
H -0.6749 0.7194 1.5118
H -1.5019 0.5248 -0.0135
H 0.8405 2.1557 0.5799
H -0.7051 2.4197 -0.4048
H 1.8659 -0.4011 -1.7081
H 0.1854 -0.5040 -2.2421

Calculated values
relative energy (zero: lowest compared OMol25 entry of this formula, charge and spin): 92.4 kcal per mole
SMILES: C1CCOC1.C1CCOC1.C1CCOC1.C1CCOC1.C1CCOC1.C1CCOC1
multiplicity: 1



Taking the records one at a time from the top gives calculated total energy values of -1471.02260, -7700.99905, -704.37913, -1394.49574 Eh.
Taking the records one at a time from the top gives max |F| values of 0.93, 1.99, 5.94, 3.21 eV/A.